The following is a DFT calculation (ωB97M-V/def2-TZVPD) of a structure of composition C32H20CeI2N5O3 in a non-equilibrium geometry.

The total energy is -76220.3297 eV. The value obtained for the largest force on an atom is 4.26 eV/Å. As for the multiplicity: 1. As for the total charge: +1. Its molar mass is 916.47 Da. As for the HOMO-LUMO gap (alpha / beta): 4.59 / 4.64 eV. As for the HOMO energy (alpha / beta): -9.6 / -9.6 eV.

CARTESIAN COORDINATES (ANGSTROEM)
Ce  1.3419  -1.1646  -1.4591
I  6.4410  -0.2562  -1.0229
C  5.1384  -0.4334  0.5046
C  5.5826  -0.6196  1.8046
C  4.8154  -1.0600  2.8653
I  5.6244  -0.6951  4.7733
C  3.5216  -1.6054  2.5631
C  2.7004  -2.3425  3.3952
C  1.3585  -2.7620  2.9887
C  0.8661  -2.3313  1.7367
N  1.7101  -1.6487  0.9125
C  2.9962  -1.3323  1.2625
C  3.7239  -0.5377  0.3435
O  3.1157  -0.0131  -0.7470
H  6.6733  -0.5286  2.0088
H  3.0565  -2.6116  4.3808
H  0.6843  -3.2267  3.7053
H  -0.1284  -2.4797  1.3663
C  -1.8286  2.3121  5.7801
O  -3.1489  1.8646  5.3521
C  -3.4589  2.1997  4.0514
C  -4.7035  1.7357  3.5464
C  -5.1159  1.9778  2.2719
C  -4.1950  2.6982  1.4334
C  -3.0666  3.2937  1.9728
C  -2.6082  2.9264  3.2214
N  -3.9519  2.4104  0.1156
N  -4.5155  1.2480  -0.1851
C  -3.7919  0.2669  -0.8464
C  -4.0399  -1.0497  -0.3748
C  -2.9561  -1.8742  -0.3927
C  -1.8196  -1.5861  -1.1699
O  -0.7074  -2.3718  -0.9792
C  -1.7064  -0.3284  -1.8199
N  -0.4849  0.0387  -2.4629
C  -0.4473  1.1569  -3.1800
C  -1.5370  2.0559  -3.1901
C  -2.6642  1.8275  -2.4228
C  -2.7390  0.5921  -1.7139
H  -1.7615  1.9208  6.7917
H  -1.8585  3.4049  5.9262
H  -1.0745  1.8502  5.1319
H  -5.2912  1.0813  4.2372
H  -6.0093  1.5924  1.7928
H  -2.4393  3.8490  1.2351
H  -1.5603  3.1416  3.4147
H  -4.9601  -1.3146  0.0933
H  -2.9935  -2.8669  0.0822
H  0.4358  1.3434  -3.7743
H  -1.4958  2.9143  -3.8301
H  -3.4565  2.5594  -2.2146
N  3.0328  0.5762  -7.7890
C  2.8474  -0.1272  -6.8729
C  2.7732  -0.9091  -5.6756
C  1.6517  -1.7317  -5.4084
C  1.5378  -2.3379  -4.1450
C  2.5874  -2.1418  -3.2494
C  3.7359  -1.4319  -3.5364
C  3.8183  -0.7761  -4.7420
H  0.7542  -1.7895  -6.1267
H  0.7532  -3.0172  -3.9608
H  4.5514  -1.3491  -2.7627
H  4.6858  -0.1869  -5.0069

Atoms 1-6, force components in eV/Å:
-0.07 -1.40 -0.05
0.57 0.53 -0.61
-3.02 -0.60 0.79
1.86 -0.62 1.26
-0.17 -0.07 -0.51
-0.43 -0.54 -0.29

***

The following is a DFT calculation (ωB97M-V/def2-TZVPD) of a structure of composition C32H21FN7O12Ru.

The total energy is -73814.1100 eV. The value obtained for the largest force on an atom is 0.77 eV/Å. As for the multiplicity: 2. The energy above the lowest of the compared OMol25 structures with the same formula, charge and spin comes out at 461.6 kJ/mol. Its molar mass is 815.62 Da. As for the HOMO-LUMO gap (alpha / beta): 6.48 / 5.77 eV. As for the expectation value of S²: 0.791. As for the HOMO energy (alpha / beta): -8.0 / -8.0 eV.

CARTESIAN COORDINATES (ANGSTROEM)
Ru  0.3801  -0.5493  -0.3514
O  1.0873  1.1830  3.3552
C  0.9460  0.9622  2.1740
N  0.2754  -0.0622  1.5973
C  -0.6278  -0.8390  2.3087
O  -0.8000  -0.8877  3.4983
C  -1.5344  -1.6199  1.3744
C  -2.5589  -2.3917  1.8769
C  -3.4054  -3.0352  0.9911
C  -3.2048  -2.8710  -0.3682
C  -2.1543  -2.0857  -0.8083
N  -1.3370  -1.4785  0.0525
C  1.6407  1.9687  1.1669
C  2.2366  3.0813  1.9976
C  3.2015  3.8294  1.4838
C  2.7449  3.8837  -1.1163
C  2.1048  2.6865  -1.7835
N  1.1297  2.1029  -1.2510
H  -2.6624  -2.4600  2.9506
H  -4.2130  -3.6556  1.3560
H  -3.8451  -3.3506  -1.0949
H  -1.9468  -1.9337  -1.8564
H  1.8653  3.1970  3.0061
H  3.6692  4.6136  2.0642
H  3.2971  4.4412  -1.8633
H  2.5161  2.3029  -2.7135
C  1.0314  7.0349  -1.0466
C  2.0518  6.1721  -0.3207
C  3.4875  6.5132  -0.7656
C  4.7148  5.8729  -0.0603
C  4.9372  4.3858  -0.2020
C  6.0807  3.8110  -0.6116
C  6.1751  2.3846  -0.7105
F  7.3434  1.8964  -1.1305
C  5.1572  1.5108  -0.3815
C  3.9686  2.0386  0.0691
C  2.7979  1.2404  0.4212
O  2.6825  0.0728  0.0891
C  0.7016  2.6103  0.0374
C  0.8061  4.1065  0.1145
N  1.7174  4.7280  -0.5375
C  3.7451  3.5260  0.0947
C  -0.8052  2.2178  0.2428
O  -1.4490  2.9853  0.9555
O  -1.1417  1.1762  -0.3674
H  1.2105  8.0865  -0.8267
H  0.0168  6.7904  -0.7329
H  1.1041  6.8889  -2.1256
H  1.9741  6.3197  0.7588
H  3.5690  7.5873  -0.5879
H  3.5691  6.4024  -1.8500
H  4.6495  6.1174  1.0044
H  5.6010  6.3918  -0.4275
H  6.9535  4.3944  -0.8788
H  5.2987  0.4396  -0.4511
H  0.0687  4.6342  0.7126
O  5.3424  -5.5369  -3.0830
N  4.8004  -4.4876  -3.3714
O  4.9615  -3.8969  -4.4242
C  3.8090  -3.9548  -2.4437
C  3.1306  -2.7894  -2.7773
C  2.2091  -2.3162  -1.8875
C  1.9437  -2.9041  -0.6255
O  1.1851  -2.3102  0.2110
C  2.6377  -4.1154  -0.3752
C  3.5701  -4.6170  -1.2539
N  2.3985  -4.8587  0.8616
O  1.2730  -4.8539  1.3096
O  3.3241  -5.5159  1.3035
N  1.4578  -1.0971  -2.2232
O  0.1842  -1.2057  -2.3734
O  2.0966  -0.1808  -2.7646
H  3.3259  -2.2744  -3.7062
H  4.1133  -5.5173  -1.0076

Atoms 1-6, force components in eV/Å:
-0.27 0.28 0.44
0.00 0.03 0.03
-0.04 -0.01 0.00
-0.11 -0.11 -0.13
0.00 0.03 -0.04
0.03 0.00 0.10

***

The following is a DFT calculation (ωB97M-V/def2-TZVPD) of a cluster of 4 separate species, C32H22ClNO7S in total in a non-equilibrium geometry.

The total energy is -72717.8990 eV. The value obtained for the largest force on an atom is 2.24 eV/Å. As for the multiplicity: 1. Its molar mass is 600.05 Da. As for the HOMO-LUMO gap: 6.42 eV. Its SMILES is O=C(Cl)Cc1cccc2c1Nc1ccccc1S2.O=C1C=CC(=O)C=C1.O=C1C=CC(=O)C=C1.O=C1C=CC(=O)C=C1. As for the HOMO energy: -8.1 eV.

CARTESIAN COORDINATES (ANGSTROEM)
O  1.1719  -0.8773  3.7954
C  1.6651  -0.0310  3.1029
Cl  1.5871  1.6909  3.6066
C  2.3999  -0.3886  1.8096
C  1.5625  -0.1729  0.5456
C  2.1528  0.5964  -0.4295
C  1.5161  0.8968  -1.6073
C  0.2421  0.4343  -1.8054
C  -0.3555  -0.3183  -0.8291
C  0.2647  -0.6590  0.3592
N  -0.4055  -1.4594  1.3588
C  -1.7073  -0.9351  1.6511
C  -2.1135  -0.7229  2.9457
C  -3.3585  -0.2076  3.2215
C  -4.2558  0.0923  2.2242
C  -3.8634  -0.1267  0.9174
C  -2.6164  -0.6275  0.6546
S  -2.0374  -0.8950  -1.0134
H  3.2793  0.2637  1.7526
H  2.7791  -1.4091  1.8818
H  3.1461  1.0121  -0.2955
H  1.9795  1.5055  -2.3759
H  -0.3101  0.6801  -2.7075
H  -0.5256  -2.3907  0.9536
H  -1.4353  -0.9386  3.7666
H  -3.6551  -0.0321  4.2523
H  -5.2396  0.5186  2.3869
H  -4.5096  0.1057  0.0751
O  -10.0060  3.0755  -2.0572
C  -8.9760  2.4375  -2.0760
C  -8.8451  1.2091  -2.8982
C  -7.7145  0.5080  -2.9165
C  -6.5367  0.9252  -2.1174
O  -5.5055  0.2873  -2.1354
C  -6.6667  2.1534  -1.2951
C  -7.7971  2.8546  -1.2766
H  -9.7149  0.9212  -3.4747
H  -7.5993  -0.3908  -3.5088
H  -5.7962  2.4414  -0.7184
H  -7.9119  3.7534  -0.6842
O  1.1422  -4.2859  -0.3256
C  2.0922  -4.8334  0.1898
C  2.7558  -6.0074  -0.4251
C  3.8041  -6.5838  0.1577
C  4.3501  -6.0726  1.4415
O  5.3075  -6.5945  1.9698
C  3.6770  -4.8986  2.0526
C  2.6255  -4.3295  1.4691
H  2.3452  -6.3593  -1.3629
H  4.3072  -7.4409  -0.2713
H  4.0857  -4.5414  2.9895
H  2.1086  -3.4736  1.8867
O  6.3611  6.5644  -0.5111
C  6.0098  5.4537  -0.8427
C  4.9972  5.2515  -1.9086
C  4.6107  4.0311  -2.2705
C  5.1760  2.8212  -1.6256
O  4.8237  1.7080  -1.9573
C  6.1878  3.0222  -0.5603
C  6.5750  4.2422  -0.1977
H  4.5967  6.1462  -2.3679
H  3.8731  3.8631  -3.0450
H  6.5880  2.1270  -0.1013
H  7.3124  4.4099  0.5768

Atoms 1-6, force components in eV/Å:
0.58 1.37 -0.37
-0.49 -2.10 0.61
0.10 -0.38 -0.48
-0.07 0.89 0.04
0.25 -0.08 1.17
0.82 0.57 -0.32